Molecular formula: C31H17Cl5N4O5Ti
Method: DFT, the ωB97M-V functional and the def2-TZVPD basis

```
63
Properties=species:S:1:pos:R:3:forces:R:3
Ti 0.211428 0.399942 -0.137390 -1.18 -2.27 -0.08
O -2.776925 3.053075 1.067610 -0.19 0.38 -0.04
C -2.311373 2.054533 0.531221 0.10 -0.41 0.02
N -1.128213 1.959035 -0.124283 0.10 1.00 -0.14
C -0.557262 3.131122 -0.691998 0.04 -0.02 0.16
C -1.266589 4.288827 -1.022278 0.02 -0.13 0.05
C -0.640139 5.365299 -1.635589 0.01 -0.01 -0.01
C 0.712154 5.310077 -1.932047 -0.01 -0.02 -0.01
C 1.435778 4.163556 -1.633625 0.00 -0.06 0.00
C 0.817939 3.069544 -1.029766 -0.02 -0.05 0.11
N 1.431772 1.823464 -0.800588 0.56 1.08 -0.39
C 2.763158 1.629064 -0.779192 -0.34 -0.08 -0.16
O 3.654714 2.467363 -0.760212 0.38 0.10 -0.05
C 3.113591 0.149447 -0.878928 -0.02 0.40 -0.08
C 4.430653 -0.249272 -0.940592 0.30 0.03 -0.05
C 4.714932 -1.591780 -1.146869 0.13 0.22 0.06
C 3.664805 -2.467733 -1.312807 -0.17 -0.10 -0.06
C 2.366023 -1.982263 -1.211497 -0.23 -0.12 -0.09
N 2.093266 -0.701906 -0.983505 0.34 -0.02 0.46
C -3.141465 0.777464 0.608338 0.03 0.23 0.05
C -4.283081 0.768239 1.402240 -0.10 0.07 0.19
C -5.065506 -0.373257 1.428582 0.08 0.07 0.07
C -4.686017 -1.459878 0.656449 -0.03 0.05 0.00
C -3.539408 -1.345515 -0.115365 -0.03 -0.18 -0.13
N -2.786934 -0.249374 -0.137045 -0.21 -0.16 -0.24
H -2.319384 4.342790 -0.798424 -0.04 0.00 0.08
H -1.218404 6.249965 -1.879568 -0.01 -0.01 0.01
H 1.207036 6.150809 -2.406166 0.00 -0.01 0.01
H 2.484539 4.097672 -1.874572 0.05 -0.01 0.03
H 5.192863 0.508763 -0.820862 0.01 -0.03 -0.01
H 5.738551 -1.948705 -1.167467 0.00 0.05 -0.06
H 3.831005 -3.518870 -1.510255 -0.04 0.01 0.04
H 1.515353 -2.641405 -1.323303 -0.05 -0.01 0.13
H -4.519083 1.654753 1.972611 -0.03 0.00 0.03
H -5.954969 -0.419468 2.045536 -0.03 0.03 0.02
H -5.263536 -2.375198 0.643412 -0.01 -0.01 -0.01
H -3.210348 -2.163884 -0.751367 -0.14 0.13 0.08
Cl -1.975349 -5.578172 -3.594103 0.01 0.05 0.02
C -1.542261 -3.963324 -3.014876 0.02 0.20 -0.02
C -1.518952 -2.922753 -3.936981 -0.05 -0.11 -0.17
C -1.157175 -1.663729 -3.440521 0.09 0.10 0.13
Cl -1.115316 -0.325954 -4.572301 0.01 -0.07 0.01
C -0.830479 -1.401533 -2.122278 0.02 -0.04 -0.04
O -0.470413 -0.164906 -1.740367 -0.03 -0.88 -0.47
C -0.904678 -2.502562 -1.163799 0.04 0.38 0.26
C -0.666772 -2.323151 0.190745 -0.07 0.12 -0.26
O -0.364489 -1.134226 0.763231 0.39 -0.37 -0.65
C -1.256942 -3.793597 -1.687019 0.00 -0.03 0.05
H -1.761588 -3.067003 -4.978610 0.01 0.01 0.04
H -0.736227 -3.183909 0.848167 0.07 0.03 0.18
H -1.305812 -4.636662 -1.006508 0.00 0.03 -0.03
Cl 1.746452 -0.920395 7.169152 -0.02 0.01 -0.11
C 1.640427 -0.567154 5.448826 0.01 0.02 0.11
C 0.597658 0.203348 4.967808 -0.10 0.04 0.01
C 0.552063 0.497110 3.620706 0.12 -0.14 -0.24
Cl -0.742618 1.435128 2.984897 -0.13 0.22 0.37
C 1.525808 0.062890 2.677908 -0.08 0.04 -0.09
O 1.509964 0.407593 1.439197 0.27 0.35 0.96
C 2.527456 -0.760336 3.241256 -0.03 -0.02 0.06
Cl 3.710588 -1.453319 2.176271 0.05 0.04 0.00
C 2.602123 -1.058404 4.591125 0.11 -0.11 -0.02
H -0.178447 0.571662 5.625771 0.04 0.00 -0.02
H 3.404053 -1.682939 4.961865 -0.01 0.02 -0.03
```
Positions in Å, forces in eV/Å.

Summary:
Net charge   -2
Highest occupied orbital energy (spin up / spin down)   0.10 / 0.10 eV
HOMO-LUMO gap (spin up / spin down)   0.1454 / 0.1454 Eh
Total energy   -134354.8935 eV

Table of natural (NBO) atomic charges, one value per atom, all in e: 1.73, -0.66, 0.67, -0.71, 0.14, -0.23, -0.25, -0.25, -0.26, 0.21, -0.72, 0.65, -0.66, 0.17, -0.23, -0.18, -0.26, 0.07, -0.41, 0.12, -0.23, -0.20, -0.26, 0.05, -0.38, 0.22, 0.19, 0.19, 0.23, 0.24, 0.20, 0.21, 0.23, 0.23, 0.19, 0.20, 0.22, -0.10, 0.00, -0.43, -0.06, -0.05, 0.27, -0.70, -0.17, -0.05, -0.71, -0.34, 0.22, 0.15, 0.20, -0.07, -0.08, -0.24, -0.12, 0.06, 0.42, -0.76, -0.12, -0.01, -0.25, 0.23, 0.22